ORCA calculation (the ωB97M-V functional and the def2-TZVPD basis) on C11H17N2Zr as an isolated structure.

Properties
HOMO = -10.97 eV
gap between HOMO and LUMO = 7.0 eV

The geometry in ORCA input format:
```
! wB97M-V def2-TZVPD RIJCOSX def2/J DEFGRID3
* xyz 1 1
C 0.73025 -1.46118 2.00277
Zr 0.29767 0.16409 0.70885
N -0.72076 0.97045 -1.33321
N 1.81755 -0.41486 -0.94677
H -0.81521 1.98618 -1.37843
H -0.55756 -0.86550 -0.37574
H -0.24342 -1.82262 2.33041
H 1.30504 -0.80053 2.63080
H 1.21057 -2.20010 1.39641
H 2.23271 0.37949 -1.44645
H 1.27785 -0.95740 -1.63294
H 2.57652 -1.02726 -0.63410
H -0.29238 0.64721 -2.19501
H -1.68118 0.60913 -1.33465
C -2.91887 4.12877 2.42629
C -1.61931 3.87439 1.95556
C -1.26250 2.55801 1.64603
C -2.22257 1.50635 1.69610
C -1.94990 0.20887 1.21864
C -2.85615 -0.83146 1.26256
C -4.08493 -0.61282 1.92408
C -4.40674 0.64270 2.38999
C -3.52980 1.75430 2.25489
C -3.82657 3.10451 2.61141
H -3.18591 5.16359 2.66248
H -0.88254 4.65996 1.83468
H -0.17216 2.40047 1.34660
H -2.61485 -1.80899 0.85264
H -4.78178 -1.45296 2.05079
H -5.36486 0.81858 2.88655
H -4.82076 3.31040 3.03150
*
```

Mulliken atomic charge list, values in e, 2 entries:
1. C -1.54
2. Zr 1.09